{"formula": "C12H12BN8RuSe4", "method": "ωB97M-V with the def2-TZVPD basis set", "charge": 2, "homo_energy_ha": [-0.5327, -0.5328], "energy_ha": -10627.53307, "s_squared": 0.86, "spin_multiplicity": 2, "orbital_gap_ev": [4.381, 4.444], "species": ["Ru", "C", "C", "N", "N", "C", "B", "N", "C", "C", "C", "N", "N", "C", "C", "C", "N", "N", "C", "C", "C", "N", "H", "H", "H", "H", "H", "H", "H", "H", "H", "H", "H", "H", "Se", "Se", "Se", "Se"], "positions_angstrom": [[0.4913, 2.2564, -0.7348], [-1.7469, -0.3186, -3.2221], [-1.0877, 0.8758, -3.0089], [-0.5351, 0.8717, -1.7797], [-0.8273, -0.3145, -1.2054], [-1.5576, -1.0450, -2.0539], [-0.3648, -0.6048, 0.2598], [1.1759, -0.3631, 0.2923], [2.1703, -1.1371, 0.7441], [3.3698, -0.4647, 0.5901], [3.0260, 0.7548, 0.0293], [1.7017, 0.8013, -0.1466], [-0.9894, 0.5098, 1.1477], [-1.7879, 0.5008, 2.2202], [-2.0567, 1.8148, 2.5918], [-1.3665, 2.5906, 1.6904], [-0.7157, 1.7989, 0.8086], [-0.7053, -2.0003, 0.6422], [-0.2537, -3.1374, 0.0244], [-0.7734, -4.2075, 0.6907], [-1.5528, -3.6350, 1.7203], [-1.5126, -2.3204, 1.6889], [-2.2938, -0.6208, -4.0976], [-0.9928, 1.7257, -3.6663], [-1.9156, -2.0241, -1.7816], [1.9676, -2.1143, 1.1509], [4.3545, -0.8113, 0.8489], [3.6575, 1.5807, -0.2545], [-2.1167, -0.4397, 2.6297], [-2.6742, 2.1463, 3.4076], [-1.3096, 3.6658, 1.6239], [0.3981, -3.0930, -0.8348], [-0.6489, -5.2515, 0.4626], [-2.1445, -4.1352, 2.4700], [1.6182, 2.8712, -2.7952], [3.3719, 4.2275, -2.4336], [3.2255, 4.9834, -0.3234], [1.4013, 4.0629, 0.6037]], "atomic_forces_ev_per_a": [[0.145, 0.833, -0.321], [0.007, 0.014, -0.004], [0.008, -0.083, -0.033], [0.030, -0.009, -0.142], [0.011, 0.016, 0.039], [-0.094, 0.048, -0.011], [-0.291, -0.051, 0.079], [0.108, 0.088, -0.064], [0.060, -0.030, 0.054], [-0.017, 0.015, -0.003], [0.079, 0.062, -0.036], [-0.039, -0.275, 0.130], [-0.044, -0.040, -0.014], [-0.078, 0.051, -0.031], [0.000, -0.005, 0.021], [0.058, -0.035, 0.043], [-0.036, 0.020, 0.119], [0.170, -0.070, -0.084], [0.022, 0.049, 0.027], [-0.120, -0.038, -0.015], [-0.039, 0.009, -0.025], [0.060, 0.020, 0.027], [-0.003, 0.002, 0.004], [-0.016, 0.028, 0.035], [0.030, -0.005, 0.042], [-0.042, 0.007, -0.021], [-0.004, -0.003, -0.001], [-0.018, 0.013, 0.000], [0.023, -0.011, -0.013], [-0.004, -0.008, -0.004], [-0.015, -0.003, -0.048], [-0.002, -0.002, 0.003], [0.060, 0.007, 0.018], [0.012, 0.004, 0.008], [0.047, -0.476, 0.252], [-0.053, 0.185, -0.112], [-0.076, 0.176, -0.036], [0.062, -0.506, 0.119]]}

{"formula": "C3H7Br2O3P", "method": "ωB97M-V with the def2-TZVPD basis set", "homo_energy_ha": -0.3375, "energy_ha": -5833.64359, "relative_energy_kcal_mol": 6.3, "spin_multiplicity": 1, "orbital_gap_ev": 9.410, "species": ["C", "C", "C", "O", "O", "O", "P", "Br", "Br", "H", "H", "H", "H", "H", "H", "H"], "positions_angstrom": [[-2.0401, -1.2118, 0.2182], [-0.7359, -1.5817, -0.3984], [0.3818, -0.6581, -0.0381], [1.6576, 2.3757, -1.3751], [0.9750, 2.6128, 1.0318], [0.1801, 0.5837, -0.3327], [1.5943, 1.5275, 0.0230], [0.9384, -0.7814, 1.8709], [2.0533, -1.5203, -0.9752], [-2.3491, -0.2622, -0.1245], [-2.8452, -1.9549, 0.0853], [-1.8366, -1.1124, 1.3599], [-0.8784, -1.5268, -1.4888], [-0.3093, -2.7536, -0.3644], [1.6964, 3.3492, -1.2998], [1.5178, 2.9142, 1.8079]], "atomic_forces_ev_per_a": [[0.178, -1.166, 3.423], [0.962, -3.523, -1.745], [1.227, -2.690, 0.358], [-0.373, 0.279, 0.369], [-0.173, 1.194, 1.009], [0.390, 2.508, -0.672], [1.283, 0.219, -0.616], [-0.383, -0.474, 0.481], [-0.490, 0.475, -0.067], [-0.459, 1.037, -0.435], [0.499, 0.315, -0.098], [-0.740, -0.148, -1.727], [0.397, 0.380, 0.083], [-1.441, 3.163, 0.738], [-0.232, -0.687, 0.124], [-0.644, -0.882, -1.224]]}

{"formula": "C11H48N14O15", "method": "ωB97M-V with the def2-TZVPD basis set", "homo_energy_ha": -0.3351, "energy_ha": -2343.35515, "relative_energy_kcal_mol": 28.1, "spin_multiplicity": 1, "orbital_gap_ev": 8.896, "species": ["C", "C", "O", "O", "H", "H", "H", "H", "H", "H", "C", "C", "O", "O", "H", "H", "H", "H", "H", "H", "C", "O", "N", "N", "H", "H", "H", "H", "C", "O", "N", "N", "H", "H", "H", "H", "C", "O", "N", "N", "H", "H", "H", "H", "C", "O", "N", "N", "H", "H", "H", "H", "C", "O", "N", "N", "H", "H", "H", "H", "C", "O", "N", "N", "H", "H", "H", "H", "C", "O", "N", "N", "H", "H", "H", "H", "O", "H", "H", "O", "H", "H", "O", "H", "H", "O", "H", "H"], "positions_angstrom": [[0.4787, -21.8519, -30.6565], [0.8110, -23.2032, -29.9709], [2.1840, -23.5613, -30.2088], [0.5204, -21.8638, -32.0500], [1.0868, -21.0152, -30.3071], [-0.5594, -21.6694, -30.3730], [0.1531, -23.9829, -30.3707], [0.6427, -23.3340, -28.8986], [2.2864, -24.5178, -30.0585], [1.3768, -21.6426, -32.4180], [2.7843, -25.2163, -27.0945], [2.6613, -26.2596, -28.1786], [1.6443, -26.0420, -29.1098], [1.4533, -24.8308, -26.7378], [3.3664, -24.3503, -27.4294], [3.2697, -25.5786, -26.1877], [2.4994, -27.2328, -27.7032], [3.6680, -26.2708, -28.6040], [0.8555, -25.6615, -28.7037], [1.5491, -24.2622, -25.9545], [-2.3921, -25.4169, -25.2600], [-3.1447, -25.1636, -24.3024], [-2.7697, -26.1538, -26.3118], [-1.1333, -24.9550, -25.2806], [-2.1440, -26.2952, -27.0869], [-3.6299, -26.6559, -26.1809], [-0.4976, -25.2364, -26.0110], [-0.7332, -24.4730, -24.4966], [5.0732, -30.7639, -27.0504], [4.8373, -31.1071, -25.8907], [4.8481, -29.5123, -27.4718], [5.4337, -31.6009, -28.0717], [4.5480, -28.7293, -26.9015], [5.2566, -29.4308, -28.3870], [5.4288, -31.3125, -29.0296], [5.6622, -32.5339, -27.7742], [3.1064, -22.8773, -23.7867], [2.1912, -23.5813, -24.2705], [3.0509, -22.4835, -22.4982], [4.1367, -22.5063, -24.5401], [3.7970, -21.9367, -22.1050], [2.2866, -22.7811, -21.9191], [4.2354, -22.9933, -25.4177], [4.5480, -21.6113, -24.3308], [6.4130, -23.7020, -29.7190], [5.4389, -24.4380, -29.7342], [6.3543, -22.4295, -29.2749], [7.6837, -24.0462, -30.0958], [7.1326, -21.8425, -29.0347], [5.4291, -22.0326, -29.0929], [7.7455, -24.9919, -30.4350], [8.4629, -23.4206, -30.0346], [4.3922, -27.3078, -24.4465], [4.8036, -27.5205, -25.5865], [4.2131, -28.3104, -23.5646], [4.1215, -26.0745, -23.9612], [4.0868, -29.2345, -23.9518], [3.8123, -28.0795, -22.6730], [3.7841, -26.0236, -23.0185], [4.4799, -25.2968, -24.5008], [6.5746, -24.1487, -26.1829], [5.4322, -24.3333, -25.8038], [7.4669, -23.1828, -25.8206], [7.2225, -24.9803, -27.0415], [8.1251, -22.9291, -26.5308], [7.0454, -22.5020, -25.2034], [6.6789, -25.7590, -27.3849], [8.1631, -24.8998, -27.3708], [0.5621, -20.7083, -27.0603], [0.2355, -19.8810, -27.9081], [1.5805, -21.6055, -27.1807], [-0.1371, -20.9235, -25.9293], [1.8946, -21.9606, -26.2965], [2.2757, -21.5236, -27.9090], [-1.0000, -20.4426, -25.7496], [0.2557, -21.5197, -25.2208], [-1.8107, -25.8434, -29.3090], [-2.2194, -26.2854, -30.0591], [-2.2137, -24.9683, -29.2937], [0.6796, -26.8707, -31.8681], [1.0849, -26.5961, -31.0366], [-0.2473, -26.6427, -31.7714], [3.7692, -21.4986, -29.2932], [3.7137, -21.0621, -30.1479], [3.2985, -22.3459, -29.4153], [3.9903, -28.3599, -31.1869], [3.5670, -29.1450, -30.8260], [4.7414, -28.2020, -30.6078]], "atomic_forces_ev_per_a": [[0.040, -0.430, 1.307], [0.440, -0.672, -0.580], [0.039, 0.425, -0.206], [-0.494, -0.536, -0.982], [-0.049, -0.167, 0.534], [0.026, 0.345, -0.016], [0.056, 0.109, -0.650], [-0.202, 1.153, 0.178], [-0.109, 0.235, 0.032], [0.196, -0.136, 0.365], [-0.829, 0.591, 0.448], [1.025, -0.780, 1.586], [-0.009, 0.371, -1.180], [-0.064, 0.262, 0.093], [-0.167, 0.093, -0.246], [0.151, -0.406, -0.507], [-0.012, -0.039, -0.002], [-0.346, -0.206, -0.806], [0.130, -0.072, 0.431], [-0.067, -0.141, -0.044], [-0.996, 0.925, 2.628], [0.392, -0.447, -0.913], [-0.248, -0.363, -0.588], [1.289, 0.205, -0.821], [-0.336, -0.317, -0.139], [0.079, -0.011, -0.384], [0.169, 0.065, 0.142], [-0.330, -0.052, 0.093], [-1.604, 0.239, 1.566], [0.629, -0.515, -0.576], [0.400, 0.063, -1.712], [0.451, -0.744, 0.913], [0.457, -0.163, 0.280], [-0.310, 1.252, 0.020], [0.066, -0.270, -0.032], [-0.016, -0.024, -0.472], [-2.424, -1.212, -0.521], [0.465, 0.307, 0.476], [0.491, 0.457, 0.329], [0.322, 1.250, 0.518], [-0.102, -0.143, 0.179], [-0.036, 0.067, -0.151], [0.323, 0.321, -0.098], [0.342, -0.186, -0.377], [0.325, 0.644, 0.572], [0.433, -0.241, -0.384], [-0.815, 1.212, 0.719], [-0.500, -1.325, -0.206], [0.234, -0.293, -0.344], [0.176, -0.219, -0.078], [0.562, 0.169, -0.082], [0.001, -0.108, -0.255], [0.355, 0.007, -0.408], [-0.152, 0.473, -0.089], [-0.273, -0.604, 0.403], [0.168, -0.207, -0.190], [0.156, -0.047, 0.114], [-0.113, -0.396, 0.000], [0.043, 0.593, -0.081], [-0.099, 0.054, 0.361], [2.062, -1.309, -1.392], [0.348, 0.200, -0.095], [-1.300, 0.934, 1.465], [-1.528, -1.423, -0.405], [0.105, 0.487, 0.200], [0.594, 0.369, -0.315], [0.087, 0.092, -0.056], [0.076, 0.217, 0.218], [-0.435, 0.513, -1.427], [0.285, -0.477, 0.320], [0.650, -0.039, 0.126], [-0.472, 0.032, 1.229], [0.343, -0.455, -0.057], [-0.119, 0.489, 0.091], [0.182, 0.111, -0.080], [-0.387, -0.058, 0.035], [0.112, 0.086, 0.024], [-0.013, -0.087, 0.018], [-0.008, 0.029, 0.043], [-0.038, -0.049, -0.094], [0.129, -0.075, 0.152], [-0.034, 0.066, -0.007], [-0.104, 0.274, 0.395], [-0.096, -0.006, -0.028], [-0.128, -0.409, -0.556], [0.126, -0.108, 0.043], [-0.153, 0.035, -0.011], [-0.008, 0.144, -0.003]]}